This record from OMol25 describes 2 unconnected molecules or ions with the total composition CH5N3O2 at a distorted geometry. The level of theory is wB97M-V/def2-TZVPD.

Energy above the lowest of the compared OMol25 structures with the same formula, charge and spin (kcal/mol): 135.1
E_LUMO (spin up / spin down) (eV): -1.2 / 0.2
DFT total energy (eV): -9676.613
Multiplicity: 1

Each atom is followed by the atoms it is bonded to, with distances in Å.
Geometry (Å):
1 C -2.04198 0.32119 0.02038  N2 1.454, H9 1.092, H10 1.091, H11 1.091
2 N -0.64832 -0.05503 0.19372  C1 1.454, N5 1.235
3 N 1.75181 0.40843 0.67815  O4 1.345, H8 1.024
4 O 2.35805 0.85861 -0.43529  N3 1.345, H7 0.975
5 N -0.26806 -1.12139 -0.29934  N2 1.235, O6 1.256
6 O 0.94842 -1.42543 -0.22033  N5 1.256
7 H 2.82096 0.13379 -0.89408  O4 0.975
8 H 2.24986 -0.42853 0.99486  N3 1.024
9 H -2.60522 -0.43372 -0.53264  C1 1.092
10 H -2.48713 0.46843 1.00573  C1 1.091
11 H -2.07838 1.27366 -0.51117  C1 1.091